(1)
56
Properties=species:S:1:pos:R:3:nbo_charge:R:1 method="wB97M-V/def2-TZVPD" lumo_energy_ev=0.1 e_above_lowest_kj_mol=1552.7 gap_ev=8.209 e_tot_ev=-60018.314
C -0.39 4.41 1.60 -0.280
H -1.24 3.98 2.11 0.210
O 0.58 3.19 1.49 -0.538
C 1.68 3.47 0.71 0.283
C 2.02 4.68 -0.19 -0.237
C 3.22 4.75 -0.66 -0.305
C 4.00 3.72 -0.56 -0.147
C 3.86 2.41 -0.04 -0.236
C 2.67 2.40 0.70 0.097
N 2.10 1.26 1.46 -0.637
C 3.01 0.13 1.98 0.689
O 4.18 -0.03 1.56 -0.567
C 1.93 -0.75 2.51 -0.331
N 1.38 -1.81 1.88 -0.421
C 1.92 -2.98 1.47 0.294
N 1.29 -3.78 0.93 -0.408
C 0.03 -3.46 0.18 -0.010
C -0.49 -2.22 0.39 -0.203
C -1.57 -2.36 -0.47 -0.214
C -1.90 -3.34 -1.00 -0.133
S -0.61 -4.56 -0.91 0.474
C -2.97 -3.61 -1.83 -0.654
H -3.58 -4.51 -1.48 0.234
H -2.67 -4.00 -2.80 0.233
H -3.39 -2.92 -2.31 0.263
S -2.59 -0.77 -0.55 2.172
O -3.73 -0.77 -1.62 -0.933
O -2.89 -0.43 0.82 -0.918
N -1.41 0.44 -0.98 -0.627
C -1.18 0.24 -2.46 -0.226
C -1.97 0.99 -3.33 -0.442
C -2.02 2.53 -2.96 -0.380
C -2.43 2.49 -1.32 -0.384
C -1.48 1.78 -0.66 -0.303
H -1.70 1.69 0.45 0.248
H -0.31 1.97 -0.56 0.239
H -3.35 2.07 -1.35 0.215
H -2.54 3.59 -0.74 0.186
H -2.78 3.09 -3.37 0.206
H -0.99 3.00 -2.83 0.190
H -1.95 1.01 -4.30 0.218
H -3.06 0.74 -2.97 0.223
H -1.17 -0.72 -2.74 0.201
H -0.15 0.69 -2.69 0.186
C 0.29 -1.25 1.18 0.673
O -0.36 -0.27 1.36 -0.552
H 2.65 -3.22 2.05 0.170
H 2.50 -1.39 3.29 0.209
H 1.36 -0.38 3.23 0.250
H 1.24 1.37 1.82 0.416
H 4.47 1.51 0.05 0.271
H 5.09 3.53 -1.23 0.184
H 3.53 5.33 -1.32 0.219
H 1.30 5.50 0.05 0.216
H -0.86 4.65 0.58 0.205
H 0.07 5.27 2.21 0.212



(2)
54
Properties=species:S:1:pos:R:3:nbo_charge:R:1 method="wB97M-V/def2-TZVPD" lumo_energy_ev=0.7 e_above_lowest_kj_mol=198.0 gap_ev=9.278 e_tot_ev=-37250.516 smiles="COc1cccc(CNC(=O)c2nnn(CC(=O)Nc3cc(C)ccc3C)c2N)c1"
C -6.52 -3.47 -3.52 -0.252
H -6.09 -3.84 -4.45 0.201
O -5.42 -3.13 -2.71 -0.493
C -5.66 -2.64 -1.46 0.308
C -6.92 -2.43 -0.92 -0.317
C -7.04 -1.92 0.36 -0.181
C -5.91 -1.62 1.11 -0.240
C -4.65 -1.83 0.57 -0.029
C -4.53 -2.34 -0.71 -0.218
H -3.56 -2.52 -1.14 0.220
C -3.41 -1.51 1.38 -0.247
N -2.40 -0.85 0.59 -0.592
C -1.20 -1.40 0.32 0.652
O -0.81 -2.47 0.79 -0.666
C -0.35 -0.60 -0.56 -0.132
N -0.63 0.62 -1.07 -0.205
N 0.36 1.04 -1.75 -0.094
N 1.33 0.10 -1.73 -0.204
C 0.94 -0.95 -0.97 0.376
N 1.63 -2.09 -0.76 -0.806
H 2.64 -2.06 -0.78 0.405
H 1.20 -2.69 -0.07 0.439
C 2.62 0.31 -2.32 -0.318
H 2.94 -0.58 -2.87 0.238
H 2.53 1.15 -3.01 0.247
C 3.63 0.61 -1.20 0.668
O 4.56 -0.13 -0.96 -0.608
N 3.30 1.72 -0.51 -0.639
C 3.99 2.25 0.61 0.209
C 4.40 3.58 0.55 -0.236
C 5.08 4.16 1.60 -0.016
C 5.36 3.38 2.72 -0.211
C 4.93 2.07 2.78 -0.181
C 4.23 1.47 1.74 -0.037
C 3.74 0.07 1.86 -0.644
H 2.71 -0.01 1.52 0.216
H 3.79 -0.27 2.89 0.217
H 4.35 -0.60 1.25 0.246
H 5.14 1.49 3.67 0.210
H 5.90 3.81 3.55 0.210
C 5.53 5.59 1.54 -0.625
H 5.22 6.06 0.61 0.213
H 6.61 5.65 1.62 0.221
H 5.10 6.15 2.37 0.220
H 4.17 4.15 -0.34 0.205
H 2.56 2.31 -0.89 0.414
H -2.63 0.01 0.12 0.416
H -3.67 -0.89 2.24 0.200
H -2.95 -2.44 1.74 0.248
H -6.02 -1.22 2.11 0.209
H -8.02 -1.76 0.78 0.213
H -7.82 -2.65 -1.48 0.218
H -7.14 -2.60 -3.74 0.175
H -7.13 -4.25 -3.07 0.176



(3)
49
Properties=species:S:1:pos:R:3:nbo_charge:R:1 method="wB97M-V/def2-TZVPD" lumo_energy_ev=-3.8 e_above_lowest_kj_mol=20.4 gap_ev=7.736 total_charge=+1 e_tot_ev=-26388.853
C -5.23 -1.68 -4.63 -0.272
O -4.92 -2.60 -3.59 -0.453
C -3.97 -2.23 -2.68 0.404
C -3.74 -3.23 -1.73 -0.261
C -2.77 -3.03 -0.77 0.100
N -2.00 -1.87 -0.70 -0.485
B -0.89 -1.71 0.43 0.216
H 0.11 -0.63 0.33 0.073
C -2.27 -0.88 -1.63 0.114
C -3.23 -1.02 -2.63 -0.335
H -6.00 -2.16 -5.26 0.228
H -5.64 -0.73 -4.21 0.191
H -4.33 -1.47 -5.25 0.191
H -4.32 -4.14 -1.77 0.265
H -2.55 -3.80 -0.02 0.244
H -1.37 -1.38 1.49 -0.022
H -0.18 -2.68 0.39 -0.015
H -1.71 0.06 -1.58 0.228
H -3.38 -0.21 -3.34 0.259
C 0.43 3.21 5.86 -0.641
C 0.55 2.39 4.61 0.037
C -0.62 2.32 3.82 -0.224
C -0.62 1.63 2.62 -0.101
C 0.58 1.05 2.11 -0.155
C 0.59 0.61 0.67 -0.117
C 1.83 0.49 -0.13 -0.042
C 1.70 -0.18 -1.37 -0.205
C 2.80 -0.28 -2.23 -0.187
C 4.06 0.20 -1.84 0.012
C 5.20 -0.03 -2.79 -0.637
C 4.20 0.83 -0.61 -0.205
C 3.08 1.01 0.23 -0.193
C 1.66 0.94 2.98 -0.148
C 1.67 1.66 4.20 -0.220
H 1.39 3.38 6.35 0.226
H -0.01 4.18 5.62 0.229
H -0.24 2.74 6.59 0.237
H -1.48 2.89 4.13 0.222
H -1.51 1.64 1.99 0.204
H -0.25 1.18 0.11 0.226
H 0.73 -0.56 -1.66 0.194
H 2.65 -0.69 -3.22 0.218
H 6.16 0.11 -2.29 0.225
H 5.16 -1.03 -3.22 0.228
H 5.15 0.68 -3.62 0.232
H 5.17 1.26 -0.34 0.228
H 3.20 1.66 1.10 0.228
H 2.56 0.38 2.69 0.231
H 2.59 1.71 4.81 0.229



(4)
93
Properties=species:S:1:pos:R:3:mulliken_charge:R:1 method="wB97M-V/def2-TZVPD" lumo_energy_ev=0.1 gap_ev=10.009 e_tot_ev=-529729.537
C 0.44 3.19 0.00 -1.048
C 0.18 1.72 -0.36 0.313
C -0.17 0.93 0.86 0.040
O -1.17 0.27 0.94 -0.590
O 0.65 1.05 1.96 0.119
C 1.69 0.09 2.20 1.348
C 1.46 -1.26 1.56 -1.729
C 3.09 0.59 1.83 -1.310
N 3.16 1.07 0.46 0.271
C 1.65 -0.10 3.75 0.395
F 0.65 -0.97 4.06 -0.273
F 2.81 -0.61 4.19 -0.336
C 1.32 1.19 4.56 0.755
F 0.02 1.44 4.60 -0.213
F 1.97 2.26 4.08 -0.228
F 1.74 1.00 5.83 -0.309
H -0.35 3.53 0.67 0.270
H 1.37 3.35 0.55 0.104
H 0.43 3.83 -0.87 0.406
H -0.68 1.68 -1.01 0.426
H 1.02 1.27 -0.88 -0.132
H 2.05 -1.99 2.11 0.521
H 0.43 -1.59 1.59 0.438
H 1.85 -1.27 0.54 0.187
H 3.45 1.34 2.54 0.351
H 3.77 -0.26 1.92 0.376
H 4.10 0.98 0.11 0.330
H 2.98 2.06 0.45 -0.432
C 0.75 -1.57 -3.67 0.441
Cl 0.29 0.11 -4.04 -0.206
Cl 2.01 -1.60 -2.44 -0.071
Cl -0.65 -2.51 -3.17 -0.121
H 1.15 -2.01 -4.57 -0.122
C 3.62 -3.81 -6.46 0.500
Cl 3.83 -2.15 -7.00 -0.090
Cl 5.17 -4.57 -6.10 -0.132
Cl 2.55 -3.87 -5.06 -0.086
H 3.15 -4.37 -7.26 -0.177
C -4.75 -1.07 -4.62 -0.036
Cl -3.19 -0.47 -4.07 -0.023
Cl -5.10 -2.65 -3.91 -0.136
Cl -6.04 0.08 -4.25 -0.119
H -4.70 -1.19 -5.69 0.307
C 1.34 5.43 4.56 0.249
Cl 1.41 6.76 5.72 -0.141
Cl -0.32 5.19 4.01 -0.068
Cl 2.46 5.73 3.22 -0.100
H 1.67 4.53 5.06 0.028
C -1.48 -3.59 5.45 0.366
Cl -2.34 -3.72 6.98 -0.141
Cl -0.93 -5.18 4.90 -0.148
Cl -2.47 -2.82 4.22 -0.116
H -0.60 -2.97 5.60 0.013
C 2.07 -7.78 6.00 0.495
Cl 3.04 -7.02 7.26 -0.122
Cl 3.02 -8.02 4.54 -0.121
Cl 1.38 -9.30 6.56 -0.120
H 1.26 -7.11 5.76 -0.114
C -5.56 4.46 -0.05 -0.040
Cl -5.48 6.10 -0.68 -0.122
Cl -5.84 3.29 -1.34 -0.101
Cl -4.09 4.06 0.85 -0.020
H -6.39 4.41 0.64 0.298
C 0.65 -3.85 -9.64 0.385
Cl 0.41 -3.10 -8.07 -0.006
Cl 0.88 -2.63 -10.89 -0.131
Cl 2.02 -4.97 -9.61 -0.118
H -0.23 -4.42 -9.88 -0.129
C -5.09 5.82 4.00 0.216
Cl -4.92 7.51 3.53 -0.140
Cl -3.52 5.02 4.06 -0.020
Cl -5.94 5.65 5.53 -0.079
H -5.68 5.32 3.23 0.035
C 3.67 1.80 -4.20 0.131
Cl 5.26 1.33 -4.81 -0.147
Cl 3.54 1.50 -2.47 0.043
Cl 3.33 3.50 -4.57 -0.138
H 2.92 1.20 -4.70 0.089
C -7.10 1.96 7.02 0.006
Cl -6.89 3.25 8.22 -0.119
Cl -8.81 1.73 6.65 -0.125
Cl -6.17 2.29 5.56 -0.057
H -6.73 1.04 7.46 0.298
C 5.49 4.17 0.12 -0.131
Cl 4.72 3.77 1.67 -0.048
Cl 6.22 2.73 -0.59 -0.108
Cl 4.31 4.89 -0.97 -0.096
H 6.27 4.89 0.31 0.421
C -1.84 -7.19 -8.37 0.039
Cl -1.52 -8.90 -8.63 -0.117
Cl -0.52 -6.42 -7.49 -0.052
Cl -2.14 -6.38 -9.91 -0.152
H -2.74 -7.11 -7.77 0.296



Number 1: E_HOMO -8.10 eV. Number 2: E_HOMO -8.54 eV. Number 3: E_HOMO -11.53 eV. Number 4: E_HOMO -9.92 eV.